1.
Computed, not measured: a structure of composition C28H22AsF6N3O6S3Ta at a distorted geometry, with ωB97M-V with the def2-TZVPD basis set.

Element x y z (Å)
Ta  -1.20801  0.30990  0.71992
N  0.37498  1.31182  2.20215
C  0.35160  2.74987  2.42866
C  1.51583  3.43681  2.12377
C  1.52347  4.76449  2.48966
C  0.25342  5.41543  2.83594
C  -0.90220  4.66772  3.07195
C  -0.80581  3.26049  2.94657
C  -1.79924  2.30719  3.37521
C  -2.54691  2.60978  4.53965
C  -3.40061  1.60674  5.04248
C  -3.60801  0.39129  4.41036
C  -3.00330  0.09665  3.21275
C  -2.13688  1.07128  2.61508
H  1.32140  0.95601  2.00157
H  0.25507  0.70314  2.98675
H  2.51123  3.08795  1.88719
H  2.48126  5.35855  2.34560
H  0.42223  6.44014  2.90509
H  -1.79836  5.30928  3.24293
H  -2.31636  3.57345  5.02569
H  -3.85074  1.63875  6.05211
H  -4.09085  -0.25612  5.04968
H  -3.02854  -0.89481  2.75827
O  0.89266  -3.07478  2.22583
S  -0.46261  -2.69756  1.87341
O  -1.59476  -2.78783  2.73497
O  -0.34635  -1.15325  1.57545
C  -0.76201  -3.47266  0.29634
C  0.03621  -4.58063  0.03996
C  -0.43143  -5.59102  -0.80245
C  -1.52886  -5.42255  -1.61539
C  -2.27191  -4.21283  -1.43069
C  -1.86172  -3.24666  -0.53746
S  -2.68553  -1.66193  -0.59193
O  -2.79057  -1.06456  0.82029
O  -3.91691  -1.78680  -1.26129
O  -1.67703  -0.60380  -1.09660
H  0.87374  -4.76171  0.70803
H  0.21225  -6.49715  -1.05573
H  -1.82375  -6.07175  -2.38185
H  -3.16923  -4.12011  -2.01294
S  4.26382  0.45408  -3.49201
C  2.90809  0.35529  -2.36482
C  2.14275  -0.77507  -2.04438
C  1.03841  -0.66619  -1.20676
N  0.66523  0.40150  -0.51620
C  1.31352  1.51350  -0.85990
C  2.39886  1.52384  -1.69625
C  4.16447  -1.15559  -4.42264
C  4.87003  -2.26497  -3.97195
C  5.06656  -3.34297  -4.84602
N  4.57434  -3.32403  -6.07321
C  3.94633  -2.25129  -6.47720
C  3.65052  -1.12833  -5.68751
H  2.30241  -1.78189  -2.40270
H  0.58316  -1.59909  -0.97735
H  1.02165  2.43774  -0.42892
H  2.86111  2.47981  -1.78386
H  5.35281  -2.30518  -2.98119
H  5.65830  -4.15801  -4.50676
H  3.56542  -2.28011  -7.48202
H  3.08803  -0.29714  -6.17408
F  -1.07452  2.37580  0.05004
As  -2.74475  3.12344  -0.50440
F  -1.87446  4.45137  -1.03351
F  -3.05633  3.81530  0.98870
F  -4.26240  3.48371  -1.09779
F  -3.26695  1.50205  0.20367
F  -2.36327  2.30419  -1.96795

## Properties
* 2S+1: 2
* electronic energy: -157336.0504 eV
* total charge: +2
* ⟨S²⟩: 0.78
* gap between HOMO and LUMO (spin up / spin down): 6.7 / 4.1 eV
* E_LUMO (spin up / spin down): -7.196 / -9.780 eV


2.
Computed, not measured: a cluster of 2 separate species, CH4O3 in total at a distorted geometry, with ωB97M-V with the def2-TZVPD basis set.

Element x y z (Å)
O  -0.20226  -1.30616  -0.57372
C  0.44435  -0.59242  -1.29364
O  1.62122  -0.04796  -0.96189
H  0.14868  -0.44806  -2.32608
H  1.91221  -0.53266  -0.17312
O  -0.97236  1.11130  1.57243
H  -1.50277  0.31276  1.43888
H  -1.44906  1.50319  2.31714

## Properties
* electronic energy: -7244.2863 eV
* total charge: 0
* gap between HOMO and LUMO: 11.7 eV
* SMILES string: O=CO.O
* E_LUMO: 0.815 eV